{"formula": "C5H17N2O3", "method": "the ωB97M-V functional and the def2-TZVPD basis", "species": ["O", "C", "N", "C", "C", "C", "N", "C", "H", "H", "H", "H", "H", "H", "H", "H", "H", "H", "H", "H", "H", "H", "H", "O", "H", "H", "O"], "positions_angstrom": [[-2.021, -1.534, -0.411], [-1.276, -0.608, -0.646], [-1.566, 0.110, -1.817], [-1.194, 1.505, -2.026], [0.328, 1.598, -2.430], [-0.015, -0.445, 0.229], [0.156, -1.764, 0.981], [0.667, -1.574, 2.369], [-2.463, -0.118, -2.265], [-1.767, 1.999, -2.814], [-1.364, 2.073, -1.099], [0.808, 0.967, -1.692], [0.683, 2.612, -2.315], [0.687, 1.291, -3.415], [0.778, -0.538, -0.508], [0.135, 0.442, 0.866], [-0.790, -2.154, 1.082], [0.611, -2.385, 0.307], [0.250, -0.673, 2.856], [1.720, -1.771, 2.436], [0.152, -2.289, 3.048], [2.844, -0.745, -0.508], [3.547, -0.972, 0.745], [2.765, -1.302, 0.277], [-0.531, 2.115, 2.519], [-1.933, 2.303, 2.357], [-1.212, 1.857, 1.874]], "forces_ev_per_a": [[-0.2, 0.5, -0.3], [0.0, -1.4, 1.2], [-0.7, 2.7, 0.2], [0.9, 0.2, -1.4], [0.3, -0.3, 0.9], [0.6, -0.9, -1.3], [-2.0, 1.5, -0.1], [-0.9, -1.2, 1.9], [0.2, -0.8, -0.1], [-0.4, -0.7, 0.1], [0.3, -0.3, 0.2], [0.7, 0.3, -0.1], [-0.2, 0.3, 0.3], [-1.0, -0.3, -0.1], [0.2, 0.7, 0.1], [-0.6, -0.5, -0.4], [0.0, 0.0, -0.1], [0.8, -0.2, 0.9], [0.8, 0.2, -1.0], [0.3, 0.5, 0.0], [0.5, -0.3, -0.8], [0.0, -0.3, -0.3], [0.0, -0.5, 0.4], [0.4, 0.8, -0.3], [0.5, -0.2, -0.5], [-0.4, -0.3, -0.7], [0.0, 0.6, 1.2]], "e_homo_ev": [-18.778, -18.777], "homo_lumo_gap_ev": [11.07, 6.17], "max_force_ev_per_a": 2.831, "multiplicity": 2, "de_lowest_kcal_mol": 38.2, "total_energy_ev": -14563.698, "mol_weight_g_mol": 153.20, "total_charge": 2}



{"formula": "C5H17N2O3", "method": "the ωB97M-V functional and the def2-TZVPD basis", "species": ["C", "O", "C", "C", "C", "C", "N", "N", "H", "H", "H", "H", "H", "H", "H", "H", "H", "H", "H", "H", "H", "H", "H", "O", "H", "H", "O"], "positions_angstrom": [[0.658, 1.686, -0.711], [-0.294, 2.584, -1.293], [0.445, 0.416, -1.512], [1.218, -0.820, -1.118], [0.683, -1.733, -0.017], [1.278, -1.948, 1.219], [-0.381, -2.458, -0.410], [-1.058, 0.135, -1.520], [0.252, 1.547, 0.291], [1.697, 1.962, -0.835], [-0.068, 3.488, -1.040], [0.597, 0.678, -2.562], [2.174, -0.575, -0.741], [1.451, -1.542, -1.910], [2.086, -1.396, 1.694], [0.929, -2.716, 1.907], [-0.166, -3.087, -1.190], [-0.755, -2.994, 0.372], [-1.233, -0.679, -2.080], [-1.663, 0.904, -1.834], [-1.377, -0.118, -0.577], [-1.127, -0.224, 2.516], [-2.239, -1.066, 1.835], [-1.495, -0.477, 1.660], [-0.788, 1.784, 3.338], [-0.273, 2.066, 1.904], [-0.002, 1.809, 2.786]], "forces_ev_per_a": [[-1.8, -0.2, -0.4], [0.8, 0.1, -0.2], [-1.4, 0.5, -1.0], [0.4, -1.7, 1.2], [-0.3, 0.9, -1.5], [0.0, 0.2, 1.7], [0.8, -1.5, 1.3], [0.0, -0.3, 1.0], [1.2, -0.4, 0.4], [0.2, 0.4, 0.5], [-0.1, 0.1, -0.1], [0.6, -0.1, 0.1], [1.3, 1.0, 0.0], [-0.3, 0.5, -0.5], [0.1, 0.3, -0.8], [-0.3, -0.1, -0.4], [-0.7, 0.5, -0.5], [-0.3, -0.2, -0.3], [-0.3, -0.4, -0.6], [0.6, 0.3, -0.1], [0.0, 0.2, 0.2], [0.0, 0.2, 0.0], [-0.1, 0.2, 0.2], [0.1, -0.4, -0.5], [-0.1, 0.5, 0.0], [-0.4, 0.4, 0.2], [0.4, -0.7, 0.1]], "e_homo_ev": [-17.985, -17.979], "homo_lumo_gap_ev": [10.10, 6.46], "max_force_ev_per_a": 2.132, "multiplicity": 2, "de_lowest_kcal_mol": 17.1, "total_energy_ev": -14564.614, "mol_weight_g_mol": 153.20, "total_charge": 2}



{"formula": "C5H17N4", "method": "the ωB97M-V functional and the def2-TZVPD basis", "species": ["C", "C", "C", "C", "C", "N", "N", "N", "N", "H", "H", "H", "H", "H", "H", "H", "H", "H", "H", "H", "H", "H", "H", "H", "H", "H"], "positions_angstrom": [[1.867, 0.548, 0.780], [-0.025, -0.296, 2.165], [-0.037, 1.001, -2.158], [-1.496, -1.167, -0.022], [-0.022, -0.709, -0.282], [0.716, 2.086, -1.828], [-2.462, -0.187, 0.485], [0.915, -1.761, -0.387], [0.436, 0.219, 0.808], [2.411, -0.416, 1.048], [2.141, 0.963, -0.202], [2.135, 1.250, 1.651], [0.275, 0.380, 2.883], [-1.096, -0.024, 2.198], [0.355, -1.310, 2.413], [0.252, 0.255, -2.820], [-1.117, 1.090, -2.018], [-1.514, -2.141, 0.569], [-1.867, -1.476, -0.970], [0.330, 3.018, -1.968], [1.702, 2.144, -2.047], [-2.944, 0.145, -0.296], [-3.090, -0.577, 1.076], [1.718, -1.559, -0.966], [0.480, -2.575, -0.724], [-0.063, 1.099, 0.613]], "forces_ev_per_a": [[1.7, -0.7, 1.8], [-0.9, 0.1, -1.0], [-1.2, -0.7, 2.8], [0.7, -1.3, 0.3], [-0.5, 1.7, -0.8], [0.3, 1.1, -0.2], [3.8, 1.1, -1.3], [-0.1, 0.8, 0.2], [-0.9, 0.2, 0.7], [-0.5, 1.3, -0.8], [0.0, -0.3, 0.7], [-0.7, -0.8, -1.6], [1.6, 1.4, 1.6], [0.3, -1.4, -0.2], [-0.6, 0.7, -0.6], [0.8, -1.0, -1.1], [0.4, 0.3, -0.3], [0.2, 1.3, -0.2], [0.0, -0.5, -1.1], [-0.4, -0.4, 0.3], [-0.1, -0.6, -0.2], [-1.1, 0.9, -1.1], [-2.3, -1.5, 2.3], [0.0, 0.0, 0.0], [-0.5, -1.3, -0.4], [-0.1, -0.3, 0.3]], "e_homo_ev": [-10.831, -11.065], "homo_lumo_gap_ev": [7.89, 8.36], "max_force_ev_per_a": 4.211, "de_lowest_kcal_mol": 42.1, "total_energy_ev": -11411.514, "mol_weight_g_mol": 133.22, "total_charge": 1}



{"formula": "C5H17NO2", "method": "the ωB97M-V functional and the def2-TZVPD basis", "species": ["C", "C", "C", "C", "N", "C", "H", "H", "H", "H", "H", "H", "H", "H", "H", "H", "H", "H", "H", "H", "H", "O", "H", "H", "O"], "positions_angstrom": [[-2.203, -0.892, -1.235], [-1.548, 0.368, -0.737], [-0.427, 0.955, -1.495], [0.715, 1.643, -0.534], [1.519, 0.678, 0.281], [2.822, 0.428, -0.335], [-2.353, -0.623, -2.231], [-3.136, -1.063, -0.714], [-1.589, -1.825, -1.192], [-2.511, 1.190, -0.537], [-1.105, 0.215, 0.270], [0.101, 0.111, -2.011], [-0.519, 1.665, -2.393], [1.317, 2.385, -1.085], [0.172, 2.203, 0.257], [0.966, -0.251, 0.260], [3.392, -0.386, 0.213], [2.696, -0.031, -1.240], [3.456, 1.286, -0.391], [-0.766, -0.632, 2.851], [-2.167, -0.011, 3.015], [-1.210, 0.233, 3.104], [0.393, -3.159, 1.781], [1.257, -2.140, 2.510], [0.729, -2.346, 1.587]], "forces_ev_per_a": [[0.9, -0.5, 0.7], [-2.7, 2.3, 3.1], [3.8, 1.1, -1.9], [-1.9, -0.5, 0.7], [-1.0, -1.2, -0.8], [0.3, -1.6, 2.6], [-0.9, -0.4, -2.0], [-0.2, -0.1, -0.1], [-0.2, 0.8, 0.0], [2.9, -2.0, -0.6], [-0.7, 0.0, -0.2], [-0.1, 0.3, 0.4], [-0.9, -0.8, 1.4], [0.0, -0.6, 0.1], [0.0, 0.1, -0.7], [1.3, 1.9, 0.2], [-0.6, 1.1, 0.0], [-0.1, -0.7, -3.0], [0.2, 0.7, 0.0], [-0.6, 1.6, 0.3], [1.2, 0.5, 0.2], [-0.6, -2.1, -0.6], [-1.7, -3.8, 0.6], [-1.8, -0.5, -3.6], [3.4, 4.4, 3.1]], "e_homo_ev": -8.335, "homo_lumo_gap_ev": 8.64, "max_force_ev_per_a": 6.383, "smiles": "CCCCNC.O.O", "de_lowest_kcal_mol": 63.2, "total_energy_ev": -11043.514, "mol_weight_g_mol": 123.20}



{"formula": "C5H17NO4", "method": "the ωB97M-V functional and the def2-TZVPD basis", "species": ["C", "C", "C", "C", "N", "C", "O", "H", "H", "H", "H", "H", "H", "H", "H", "H", "H", "H", "H", "H", "O", "H", "H", "O", "H", "H", "O"], "positions_angstrom": [[0.093, -1.079, -0.127], [-0.672, 0.250, -0.289], [-1.633, 0.553, -1.442], [-2.948, 0.362, -1.302], [0.607, -1.640, -1.340], [1.797, -2.390, -0.958], [2.409, -2.188, 0.400], [-0.601, -1.692, 0.298], [0.972, -0.887, 0.676], [-1.206, 0.459, 0.692], [0.109, 1.049, -0.652], [-0.952, 0.614, -2.373], [-3.643, 0.615, -2.035], [-3.370, 0.140, -0.352], [-0.106, -2.291, -1.658], [1.771, -3.361, -0.860], [2.601, -1.879, -1.577], [1.588, -2.335, 1.025], [-0.192, 3.687, -1.729], [1.169, 3.129, -1.526], [0.701, 4.016, -1.598], [-1.636, 0.909, 2.959], [-0.627, 2.098, 2.758], [-0.987, 1.550, 3.481], [1.061, 0.630, 2.642], [2.027, -0.467, 2.803], [1.669, 0.148, 2.084]], "forces_ev_per_a": [[1.4, 3.5, 1.0], [1.0, 2.4, -0.6], [1.4, -2.8, -0.2], [1.6, 1.0, -0.2], [-0.2, -0.6, 0.7], [3.8, 6.0, 0.0], [-3.3, -0.1, 0.9], [-2.0, -2.2, 1.5], [-2.6, 0.1, -2.4], [1.0, 0.1, -1.0], [-0.8, -1.0, 1.9], [-2.1, 0.4, 0.9], [-1.0, 0.1, -1.4], [-0.1, -0.2, 0.8], [0.3, 0.0, -0.3], [-0.7, -5.4, -1.4], [-0.5, -1.7, 0.4], [2.8, 0.1, -1.4], [-0.4, 0.3, -0.1], [-0.4, 1.8, -0.1], [0.9, -2.1, 0.1], [2.0, 2.0, 1.7], [-0.3, -0.1, 0.4], [-1.7, -1.9, -2.3], [-0.7, 0.6, 0.1], [-0.2, 1.0, -1.7], [1.1, -1.3, 2.3]], "e_homo_ev": -9.197, "homo_lumo_gap_ev": 9.48, "max_force_ev_per_a": 7.110, "smiles": "C=CCCNCO.O.O.O", "de_lowest_kcal_mol": 115.0, "total_energy_ev": -15136.359, "mol_weight_g_mol": 155.19}



{"formula": "C5H17NO4", "method": "the ωB97M-V functional and the def2-TZVPD basis", "species": ["C", "N", "C", "C", "O", "C", "O", "C", "H", "H", "H", "H", "H", "H", "H", "H", "H", "H", "H", "H", "H", "H", "H", "O", "H", "H", "O"], "positions_angstrom": [[0.124, 0.861, 1.769], [0.587, 1.108, 0.357], [-0.117, 0.110, -0.533], [0.663, -1.216, -0.649], [-0.380, -2.251, -0.736], [-0.348, 0.714, -1.909], [-1.620, 0.285, -2.440], [-1.232, 1.570, 1.996], [0.892, 1.305, 2.398], [-0.002, -0.210, 1.927], [1.547, 0.801, 0.425], [-1.019, -0.147, 0.013], [1.268, -1.398, 0.238], [1.189, -1.308, -1.596], [-0.272, -2.840, -1.489], [-0.423, 1.781, -1.754], [0.381, 0.575, -2.703], [-1.770, -0.619, -2.148], [-2.028, 0.880, 1.725], [-1.284, 2.324, 1.212], [-1.300, 2.136, 2.921], [-1.697, -2.915, 1.948], [-0.400, -2.705, 1.119], [-0.735, -2.870, 2.019], [2.081, 1.889, -1.404], [3.273, 0.996, -1.006], [2.623, 1.147, -1.699]], "forces_ev_per_a": [[-0.5, 1.1, -0.7], [-0.4, -1.3, 0.7], [2.3, 0.3, 0.2], [-1.7, -0.6, -0.7], [0.0, 0.1, 0.4], [-1.8, 0.1, -0.1], [0.1, 0.1, 0.0], [0.8, 0.1, -1.3], [0.0, -0.3, 0.3], [0.3, -0.1, 0.5], [0.3, 0.1, -0.4], [-0.5, 0.2, -0.6], [0.2, -0.1, -0.1], [0.6, 0.5, 0.4], [0.4, 0.1, 0.1], [-0.2, 0.4, -0.1], [0.6, -0.5, 0.5], [0.0, 0.0, 0.0], [-0.4, 0.1, 0.8], [0.0, 0.3, -0.1], [-0.3, -0.6, 0.3], [0.3, 0.0, -0.2], [-0.6, -0.3, 0.2], [0.1, 0.1, 0.0], [0.1, 0.0, 0.2], [0.0, 0.2, -0.1], [0.2, -0.1, -0.2]], "e_homo_ev": -9.602, "homo_lumo_gap_ev": 10.11, "max_force_ev_per_a": 2.320, "smiles": "CCNC(CO)CO.O.O", "de_lowest_kcal_mol": 43.1, "total_energy_ev": -15139.477, "mol_weight_g_mol": 155.19}